Below is a molecular structure, C7H18KO5 at a distorted geometry, with properties calculated with ωB97M-V/def2-TZVPD.

Computed properties:
* E_HOMO: -0.1000 Ha
* E_LUMO: 0.476 eV

Geometry as ORCA input:
```
! RIJCOSX wB97M-V def2-TZVPD def2/J DEFGRID3
* xyz -1 1
K 31.44 4.58 -14.66
C 37.95 5.98 -18.23
C 37.14 5.76 -16.98
C 36.55 7.14 -16.57
O 36.26 4.72 -17.13
H 37.35 6.23 -19.10
H 38.50 5.07 -18.49
H 38.60 6.85 -18.11
H 37.85 5.32 -16.29
H 35.99 7.58 -17.39
H 37.35 7.83 -16.32
H 36.04 6.99 -15.62
C 25.87 4.91 -18.85
C 27.22 4.49 -18.38
O 28.26 5.09 -18.86
O 27.34 3.51 -17.61
H 25.76 5.98 -18.73
H 25.16 4.60 -18.08
H 25.89 4.53 -19.87
C 30.35 -1.60 -13.61
O 29.92 -0.25 -13.66
H 30.40 -2.05 -12.62
H 29.60 -2.12 -14.20
H 31.34 -1.78 -14.01
H 29.38 -0.09 -14.43
C 30.59 9.89 -11.81
O 31.12 9.43 -13.04
H 29.57 10.23 -11.93
H 30.55 9.03 -11.15
H 31.20 10.71 -11.41
H 30.80 9.89 -13.83
*
```

---

Below is a molecular structure, C36H96FeLi2O44P2S12 at a distorted geometry, with properties calculated with ωB97M-V/def2-TZVPD.

Computed properties:
* ⟨S²⟩: 8.757
* E_HOMO (spin up / spin down): -0.1952 / -0.1967 Ha
* E_LUMO (spin up / spin down): 1.484 / 1.483 eV

Geometry as ORCA input:
```
! RIJCOSX wB97M-V def2-TZVPD def2/J DEFGRID3
* xyz -1 6
Li -0.98 4.62 -2.67
Li 1.06 -1.36 1.65
Fe 0.07 1.62 -0.42
P 0.23 4.00 -0.52
O -0.07 5.37 -1.14
O -0.40 3.02 -1.55
O -0.60 3.18 0.51
O 1.43 3.02 -0.62
P -0.05 -0.72 -0.43
O 0.51 0.19 0.72
O -1.27 0.26 -0.37
O 0.17 -2.15 0.10
O 0.86 0.16 -1.28
O -2.24 6.25 -2.65
S -3.17 6.84 -1.67
O -2.88 8.15 -1.02
O -4.67 6.98 -2.42
C -5.43 8.11 -2.40
C -6.48 8.22 -1.32
C -3.49 5.32 -0.65
H -5.89 8.09 -3.39
H -4.87 9.04 -2.48
H -7.17 8.98 -1.67
H -6.17 8.50 -0.32
H -7.11 7.33 -1.34
H -2.60 5.02 -0.09
H -3.69 4.51 -1.35
H -4.30 5.62 0.02
O -0.06 3.61 5.26
S 1.22 3.46 4.59
O 2.14 4.59 4.48
O 2.10 2.27 5.33
C 1.46 1.08 5.72
C 2.62 -0.03 5.96
C 0.92 2.62 2.90
H 0.80 0.69 4.94
H 1.00 1.24 6.70
H 2.40 -0.64 6.83
H 3.58 0.44 6.21
H 2.79 -0.71 5.13
H 1.01 3.46 2.22
H -0.03 2.15 3.14
H 1.83 2.02 2.85
O -3.80 -4.82 -0.15
S -3.88 -5.68 -1.29
O -4.47 -6.99 -1.18
O -4.62 -4.95 -2.55
C -5.69 -4.07 -2.08
C -6.19 -3.23 -3.19
C -2.11 -5.92 -2.09
H -5.80 -3.64 -1.09
H -6.36 -4.93 -1.98
H -7.27 -3.08 -3.13
H -5.91 -3.52 -4.20
H -5.73 -2.24 -3.24
H -1.55 -4.99 -2.03
H -2.04 -6.31 -3.11
H -1.58 -6.66 -1.50
O 2.98 -0.60 1.93
S 4.18 -0.03 1.30
O 4.59 1.37 1.54
O 5.49 -1.09 1.40
C 5.53 -2.00 2.48
C 6.48 -1.52 3.60
C 3.97 -0.21 -0.52
H 5.95 -2.90 2.03
H 4.57 -2.26 2.91
H 5.95 -0.66 4.00
H 7.40 -1.13 3.16
H 6.69 -2.34 4.29
H 4.84 -0.71 -0.97
H 3.79 0.79 -0.90
H 3.18 -0.86 -0.91
O -0.22 -2.06 3.34
S -1.63 -2.54 3.35
O -2.06 -3.61 4.20
O -2.52 -1.19 3.83
C -2.48 0.08 3.18
C -3.33 1.02 4.18
C -2.56 -2.73 1.77
H -2.99 -0.15 2.24
H -1.46 0.35 2.91
H -2.80 0.94 5.13
H -4.40 0.85 4.18
H -3.16 2.07 3.91
H -2.12 -3.56 1.22
H -2.66 -1.82 1.18
H -3.60 -2.99 2.01
O 3.96 -5.73 0.97
S 2.79 -5.82 0.09
O 2.72 -6.90 -0.98
O 1.61 -6.08 1.09
C 0.29 -6.40 0.57
C -0.60 -6.69 1.78
C 2.37 -4.21 -0.71
H 0.33 -7.29 -0.05
H -0.15 -5.63 -0.07
H -0.14 -7.01 2.71
H -1.28 -7.54 1.63
H -1.10 -5.77 2.07
H 3.02 -4.07 -1.57
H 2.55 -3.42 0.01
H 1.31 -4.28 -0.96
O -5.29 -1.33 0.18
S -5.84 -0.02 -0.08
O -6.39 0.29 -1.36
O -7.00 0.39 1.06
C -6.91 -0.04 2.38
C -8.06 -0.99 2.58
C -4.64 1.31 0.52
H -6.99 0.92 2.89
H -5.99 -0.62 2.52
H -9.05 -0.55 2.48
H -7.93 -1.28 3.62
H -7.99 -1.76 1.81
H -4.66 1.35 1.61
H -4.79 2.26 0.00
H -3.67 0.96 0.18
O 3.17 6.24 -5.09
S 2.57 5.33 -4.14
O 1.13 4.95 -4.04
O 3.62 4.00 -3.98
C 3.31 2.89 -3.12
C 4.10 1.72 -3.81
C 3.05 6.05 -2.46
H 2.27 2.65 -3.32
H 3.46 3.18 -2.08
H 3.65 0.75 -3.61
H 5.08 1.71 -3.34
H 4.38 1.75 -4.87
H 2.14 5.65 -2.01
H 2.93 7.14 -2.41
H 4.03 5.73 -2.11
O 5.43 4.45 2.38
S 4.92 5.58 1.64
O 5.00 6.93 2.19
O 5.46 5.51 0.06
C 6.30 4.38 -0.20
C 6.67 4.10 -1.59
C 3.22 5.09 1.16
H 5.94 3.49 0.31
H 7.15 4.59 0.46
H 5.87 3.53 -2.05
H 7.54 3.46 -1.47
H 6.81 4.97 -2.23
H 2.63 5.19 2.08
H 3.37 4.05 0.88
H 2.82 5.76 0.40
O 2.92 -3.19 5.27
S 2.99 -4.03 4.08
O 2.67 -3.43 2.81
O 4.50 -4.84 3.94
C 5.17 -5.21 5.12
C 5.82 -6.58 4.71
C 1.91 -5.54 4.34
H 4.50 -5.43 5.95
H 5.92 -4.44 5.29
H 6.57 -6.38 3.95
H 5.05 -7.28 4.37
H 6.34 -7.06 5.54
H 0.88 -5.19 4.33
H 2.07 -5.97 5.33
H 2.35 -6.24 3.63
O -4.18 2.54 -2.88
S -2.99 2.31 -3.66
O -1.99 3.35 -3.81
O -2.26 0.91 -3.23
C -3.01 -0.34 -2.89
C -3.06 -1.17 -4.20
C -3.56 1.78 -5.38
H -4.01 0.00 -2.60
H -2.68 -0.94 -2.04
H -3.84 -0.89 -4.91
H -3.33 -2.19 -3.92
H -2.17 -1.07 -4.82
H -4.49 1.22 -5.40
H -2.75 1.12 -5.72
H -3.56 2.56 -6.14
O 1.65 -4.02 -6.45
S 1.59 -3.29 -5.24
O 2.76 -3.18 -4.30
O 1.02 -1.73 -5.53
C 0.85 -0.81 -4.37
C 0.77 0.56 -4.91
C 0.09 -3.78 -4.38
H 1.78 -0.86 -3.81
H 0.16 -1.06 -3.57
H 0.67 1.10 -3.97
H -0.05 0.90 -5.53
H 1.70 0.74 -5.45
H -0.76 -3.61 -5.03
H 0.17 -3.28 -3.41
H 0.17 -4.87 -4.35
*
```

---

Below is a molecular structure, C13H20AlClFO2 at a distorted geometry, with properties calculated with ωB97M-V/def2-TZVPD.

Computed properties:
* E_HOMO: -0.1849 Ha
* E_LUMO: 2.744 eV

Geometry as ORCA input:
```
! RIJCOSX wB97M-V def2-TZVPD def2/J DEFGRID3
* xyz -1 1
C -3.17 0.32 -1.29
C -2.07 -0.69 -1.38
C -2.20 -1.82 -2.18
C -1.16 -2.75 -2.21
C 0.00 -2.56 -1.47
C 0.14 -1.43 -0.65
C 1.41 -1.22 0.14
Al 1.15 -0.45 2.03
C 2.05 -1.81 3.33
C 1.00 -2.68 3.78
O 0.53 -3.59 3.20
Cl 0.33 -2.26 5.41
C 1.94 1.43 2.21
C 2.06 2.14 0.86
F 1.03 2.21 2.99
C -0.90 -0.50 -0.63
H -3.84 0.06 -0.46
H -2.79 1.31 -1.07
H -3.78 0.34 -2.19
H -3.10 -1.97 -2.76
H -1.27 -3.63 -2.84
H 0.79 -3.28 -1.51
H 1.89 -2.19 0.24
H 2.08 -0.58 -0.44
H -0.39 -0.36 2.47
H 2.72 -2.43 2.74
H 2.55 -1.31 4.15
H 2.89 1.50 2.74
H 1.76 3.18 0.96
H 1.38 1.71 0.12
H 3.08 2.07 0.50
H -0.84 0.39 -0.02
C -1.01 3.82 -2.74
O -0.62 2.51 -2.38
H -1.36 4.32 -1.84
H -0.17 4.39 -3.16
H -1.83 3.80 -3.47
H -0.31 2.05 -3.16
*
```

---

Below is 15 unconnected molecules or ions with the total composition C41H62N14O2P at a distorted geometry, with properties calculated with ωB97M-V/def2-TZVPD.

Computed properties:
* E_HOMO: -0.4291 Ha
* E_LUMO: -2.082 eV

Geometry as ORCA input:
```
! RIJCOSX wB97M-V def2-TZVPD def2/J DEFGRID3
* xyz 1 1
C -1.54 -1.81 -7.72
C -0.20 -1.43 -7.02
C 0.92 -2.35 -7.20
C 2.23 -2.07 -6.56
C 2.36 -0.88 -5.73
C 1.26 0.05 -5.52
C 1.42 1.32 -4.60
P 2.74 1.12 -3.31
C 4.44 1.60 -3.94
C 2.38 2.35 -1.93
C 1.20 1.87 -0.97
C 1.75 1.56 0.47
C 2.74 0.35 0.50
O 3.86 0.39 0.05
O 2.25 -0.79 1.09
C -0.01 -0.24 -6.19
H -1.94 -2.74 -7.24
H -2.32 -1.00 -7.66
H -1.35 -2.05 -8.79
H 0.78 -3.27 -7.83
H 3.08 -2.78 -6.70
H 3.36 -0.71 -5.26
H 1.66 2.18 -5.27
H 0.43 1.52 -4.12
H 2.78 -0.19 -2.73
H 5.10 1.79 -3.04
H 4.84 0.79 -4.59
H 4.37 2.59 -4.47
H 3.31 2.54 -1.32
H 2.14 3.32 -2.44
H 0.48 2.73 -0.89
H 0.75 0.94 -1.40
H 2.20 2.48 0.92
H 0.86 1.29 1.10
H 3.00 -1.36 1.36
H -0.87 0.46 -6.07
C 0.11 -5.33 -4.23
C 1.14 -5.24 -5.26
N 1.95 -5.17 -6.07
H 0.54 -5.55 -3.26
H -0.45 -4.40 -4.15
H -0.61 -6.12 -4.45
C -1.49 -5.36 -9.53
C -2.19 -5.45 -8.25
N -2.74 -5.52 -7.24
H -0.59 -4.75 -9.45
H -1.19 -6.34 -9.89
H -2.12 -4.91 -10.30
C -1.86 1.44 3.41
C -0.98 2.59 3.56
N -0.28 3.50 3.68
H -2.58 1.38 4.23
H -2.43 1.48 2.48
H -1.30 0.50 3.41
C 5.55 -3.03 -3.92
C 4.20 -2.82 -3.40
N 3.13 -2.67 -3.00
H 6.29 -3.01 -3.11
H 5.64 -3.98 -4.43
H 5.83 -2.25 -4.63
C 2.33 1.95 -8.74
C 3.71 1.87 -8.26
N 4.79 1.81 -7.88
H 1.68 1.26 -8.20
H 1.92 2.95 -8.62
H 2.26 1.70 -9.80
C -0.03 -9.21 -1.80
C -0.46 -7.82 -1.68
N -0.80 -6.73 -1.59
H 0.60 -9.36 -2.68
H 0.55 -9.52 -0.93
H -0.88 -9.89 -1.89
C -4.72 2.72 6.67
C -4.75 1.96 5.42
N -4.77 1.35 4.45
H -5.73 2.98 7.00
H -4.25 2.16 7.47
H -4.17 3.66 6.55
C -0.84 -4.66 1.03
C -1.27 -5.07 2.37
N -1.61 -5.40 3.42
H -1.45 -3.84 0.65
H 0.19 -4.33 1.03
H -0.92 -5.48 0.32
C -4.03 4.66 10.76
C -3.63 3.51 9.96
N -3.32 2.60 9.34
H -3.34 5.50 10.63
H -5.02 5.02 10.48
H -4.06 4.43 11.82
C 7.06 1.65 -0.46
C 8.05 1.74 -1.53
N 8.82 1.80 -2.37
H 7.52 1.42 0.50
H 6.52 2.59 -0.34
H 6.32 0.87 -0.66
C -4.41 4.15 15.66
C -3.40 4.25 14.61
N -2.61 4.33 13.78
H -3.96 3.92 16.62
H -4.97 5.08 15.77
H -5.13 3.36 15.44
C -8.62 0.29 5.80
C -8.80 1.70 6.14
N -8.94 2.81 6.41
H -7.93 -0.20 6.49
H -9.57 -0.26 5.85
H -8.22 0.17 4.80
C -8.25 4.89 15.27
C -7.23 4.98 14.23
N -6.44 5.06 13.40
H -7.80 4.66 16.24
H -8.80 5.82 15.38
H -8.97 4.10 15.05
C 7.68 3.21 -6.82
C 8.54 4.38 -6.65
N 9.21 5.29 -6.51
H 6.93 3.14 -6.04
H 7.15 3.24 -7.78
H 8.26 2.28 -6.80
*
```

---

Below is C2Cl2F2O in the gas phase at a distorted geometry, with properties calculated with ωB97M-V/def2-TZVPD.

Computed properties:
* SMILES: FC1(F)OC1(Cl)Cl
* E_HOMO: -0.4164 Ha
* E_LUMO: 0.301 eV

Geometry as ORCA input:
```
! RIJCOSX wB97M-V def2-TZVPD def2/J DEFGRID3
* xyz 0 1
F -0.77 1.71 0.33
F 0.38 0.40 1.83
Cl 1.65 -1.49 -0.36
Cl -0.21 0.00 -2.23
O -0.94 -0.69 0.32
C -0.26 0.50 0.63
C 0.16 -0.44 -0.51
*
```

---

Below is CH3IO3S in the gas phase at a distorted geometry, with properties calculated with ωB97M-V/def2-TZVPD.

Computed properties:
* E_HOMO: -0.3620 Ha
* E_LUMO: -0.757 eV

Geometry as ORCA input:
```
! RIJCOSX wB97M-V def2-TZVPD def2/J DEFGRID3
* xyz 0 1
C -1.44 -0.17 0.08
O 0.72 1.13 -1.06
O -0.43 0.26 0.96
O 1.71 -0.74 0.30
S 0.97 0.79 0.31
I 3.56 -0.42 -0.18
H -1.45 -1.26 0.04
H -1.25 0.23 -0.92
H -2.40 0.19 0.46
*
```

---

Below is 2 unconnected molecules or ions with the total composition C4H10O, with properties calculated with ωB97M-V/def2-TZVPD.

Computed properties:
* SMILES: C=COCC.[H][H]
* E_HOMO: -0.3200 Ha
* E_LUMO: 1.166 eV

Geometry as ORCA input:
```
! RIJCOSX wB97M-V def2-TZVPD def2/J DEFGRID3
* xyz 0 1
C 1.97 1.10 0.03
C 0.98 0.30 -0.36
O -0.31 0.71 -0.30
C -1.34 -0.23 -0.55
C -2.43 0.03 0.47
H 2.93 -1.21 0.66
H 1.76 2.10 0.41
H 3.00 0.79 -0.04
H 3.08 -1.85 0.32
H 1.13 -0.71 -0.75
H -0.97 -1.26 -0.48
H -1.71 -0.09 -1.58
H -3.31 -0.59 0.27
H -2.72 1.08 0.42
H -2.06 -0.18 1.48
*
```

---

Below is 2 unconnected molecules or ions with the total composition C3H7IN2O at a distorted geometry, with properties calculated with ωB97M-V/def2-TZVPD.

Computed properties:
* E_HOMO (spin up / spin down): -0.2843 / -0.2626 Ha
* E_LUMO (spin up / spin down): 0.257 / -1.094 eV

Geometry as ORCA input:
```
! RIJCOSX wB97M-V def2-TZVPD def2/J DEFGRID3
* xyz 0 1
C -2.03 1.27 0.04
C 0.44 -1.59 -0.03
C 1.23 1.13 0.42
N 0.12 -0.46 -0.87
N 0.35 0.80 -0.66
O -2.63 2.20 0.40
I -3.01 -0.71 -0.28
H 1.43 -1.99 -0.27
H 0.43 -1.31 1.03
H -0.30 -2.37 -0.18
H 2.19 0.62 0.26
H 1.38 2.20 0.40
H 0.86 0.83 1.41
H -0.46 -0.64 -1.68
*
```

---

| no. | E (Ha) |
| --- | --- |
| 1 | -1253.535405 |
| 2 | -11479.456046 |
| 3 | -1460.389567 |
| 4 | -2857.522837 |
| 5 | -1271.513067 |
| 6 | -961.436575 |
| 7 | -233.564761 |
| 8 | -600.833179 |